# 1
# C26H33NOS5Tc

A molecular structure, C26H33NOS5Tc (wB97M-V/def2-TZVPD, OMol25).

2S+1 ... 2
LUMO (spin up / spin down) ... -14.062 / -14.566 eV
Net charge ... +4

Each line ends with the Löwdin charge.
CARTESIAN COORDINATES (ANGSTROEM)
Tc -0.409 0.217 -0.278  0.853
C 2.903 -0.813 -0.733  -0.415
C 2.231 -1.373 -1.969  -0.395
S 0.763 -0.353 -2.309  0.923
C -0.234 -1.442 -3.374  -0.403
C -1.616 -0.840 -3.472  -0.403
S -2.283 -0.353 -1.850  0.966
C -3.094 -1.825 -1.165  -0.411
C -2.100 -2.778 -0.537  -0.399
S -1.095 -1.821 0.643  0.944
C 0.364 -2.899 0.831  -0.390
C 1.468 -2.080 1.468  -0.392
S 1.740 -0.491 0.618  0.949
H 3.366 0.156 -0.928  0.107
H 3.686 -1.475 -0.358  0.125
H 1.923 -2.412 -1.862  0.097
H 2.883 -1.289 -2.842  0.127
H -0.234 -2.443 -2.945  0.091
H 0.259 -1.477 -4.349  0.129
H -2.335 -1.521 -3.933  0.128
H -1.621 0.082 -4.056  0.111
H -3.690 -2.290 -1.953  0.128
H -3.795 -1.426 -0.427  0.108
H -1.437 -3.239 -1.268  0.090
H -2.599 -3.569 0.029  0.129
H 0.641 -3.289 -0.147  0.091
H 0.059 -3.731 1.470  0.128
H 2.420 -2.613 1.488  0.125
H 1.222 -1.800 2.495  0.097
O -0.284 0.819 1.658  -0.773
S -1.191 1.628 2.714  1.143
C -0.062 2.838 3.342  -0.419
C 1.287 2.832 3.009  -0.077
C 2.104 3.797 3.580  -0.037
C 1.577 4.729 4.450  -0.014
C 0.218 4.719 4.765  -0.009
C -0.614 3.763 4.205  -0.064
C -1.420 0.546 4.063  -0.416
C -0.336 0.051 4.796  -0.057
C -0.600 -0.738 5.896  -0.020
C -1.922 -1.011 6.263  0.002
C -2.986 -0.512 5.529  -0.021
C -2.743 0.272 4.408  -0.063
H 1.691 2.096 2.326  0.089
H 3.162 3.820 3.356  0.128
H 2.231 5.469 4.890  0.134
H -0.188 5.451 5.450  0.134
H -1.672 3.738 4.448  0.132
H 0.683 0.305 4.528  0.122
H 0.214 -1.126 6.493  0.131
H -2.115 -1.613 7.141  0.136
H -4.003 -0.725 5.830  0.133
H -3.565 0.680 3.831  0.117
N -1.746 1.950 -0.330  -0.053
C -0.777 3.023 -0.222  -0.324
C 0.389 2.852 -0.969  -0.080
C 1.397 3.811 -0.899  -0.017
C 1.194 4.941 -0.126  0.002
C 0.006 5.110 0.590  0.012
C -0.984 4.140 0.563  -0.016
H -2.455 2.003 0.405  0.110
H -2.258 2.032 -1.210  0.098
H 0.472 2.049 -1.704  0.042
H 2.294 3.709 -1.495  0.132
H 1.946 5.719 -0.109  0.139
H -0.155 6.016 1.161  0.143
H -1.913 4.281 1.105  0.140

Force components x, y, z for each atom (eV/Å):
Tc -0.076 0.553 0.032
C -0.043 -0.053 -0.112
C 0.115 -0.029 0.045
S -0.177 -0.239 -0.189
C 0.021 -0.010 -0.048
C 0.117 0.028 -0.071
S 0.245 0.057 0.209
C 0.053 -0.052 0.224
C 0.022 0.063 -0.080
S -0.144 -0.343 0.091
C 0.100 0.058 -0.006
C -0.169 0.012 0.006
S 0.275 0.170 0.130
H -0.008 -0.006 -0.003
H -0.011 -0.014 -0.017
H -0.011 0.004 0.022
H -0.025 -0.004 -0.004
H 0.011 -0.019 -0.013
H -0.037 0.013 -0.010
H -0.001 -0.013 0.018
H 0.016 -0.008 -0.014
H 0.064 0.002 -0.056
H -0.012 -0.031 -0.009
H -0.026 -0.038 -0.012
H -0.026 0.048 0.019
H -0.010 -0.021 -0.003
H 0.013 0.022 0.016
H -0.005 -0.010 -0.028
H -0.005 0.001 -0.015
O -0.373 -0.108 -0.090
S 0.025 0.018 0.080
C 0.483 -0.288 -0.317
C -0.105 -0.112 -0.040
C 0.158 -0.232 -0.251
C -0.293 0.283 0.291
C 0.166 0.083 0.030
C -0.278 0.210 0.186
C -0.044 -0.134 -0.124
C 0.002 0.017 -0.009
C -0.012 -0.026 0.015
C 0.068 -0.012 0.024
C -0.062 0.027 -0.077
C 0.020 -0.067 -0.008
H 0.000 0.017 0.019
H -0.004 -0.059 -0.042
H -0.057 0.038 0.046
H -0.004 0.001 -0.004
H 0.024 0.063 0.060
H -0.007 0.060 0.028
H 0.004 0.009 0.004
H 0.001 -0.001 0.006
H -0.002 0.024 0.004
H -0.006 0.014 0.024
N -0.137 0.035 0.038
C 0.023 -0.058 -0.225
C 0.036 -0.293 0.071
C 0.061 0.037 0.062
C -0.004 0.037 0.002
C 0.044 0.004 -0.027
C -0.038 0.042 0.093
H 0.111 0.034 0.068
H 0.035 -0.028 0.001
H -0.138 0.212 -0.101
H 0.001 0.004 0.006
H -0.004 0.004 0.026
H 0.016 0.004 -0.003
H 0.022 -0.001 0.012

***

# 2
# C26H34AsClN3O10RhS

A molecular structure, C26H34AsClN3O10RhS (wB97M-V/def2-TZVPD, OMol25).

2S+1 ... 1
LUMO (spin up / spin down) ... -2.260 / -2.261 eV

Each line ends with the Löwdin charge.
CARTESIAN COORDINATES (ANGSTROEM)
Rh -1.552 0.239 -2.330  1.276
O -0.237 2.777 0.231  -0.241
As -0.213 3.155 -1.484  0.885
O 1.093 4.069 -1.727  -0.422
O -0.098 1.690 -2.355  -0.506
C -1.859 4.042 -2.005  -0.228
C -1.687 5.264 -2.644  -0.070
C -2.780 5.949 -3.151  -0.050
C -4.059 5.432 -2.996  -0.049
C -4.240 4.219 -2.355  -0.051
C -3.138 3.522 -1.874  -0.268
S -3.523 1.874 -1.325  0.541
O -3.584 1.094 -2.592  -0.352
O -4.743 1.923 -0.591  -0.233
O -2.374 1.316 -0.543  -0.401
H -0.984 2.180 0.390  0.010
H -0.680 5.653 -2.739  0.107
H -2.633 6.886 -3.671  0.112
H -4.914 5.969 -3.384  0.113
H -5.220 3.784 -2.215  0.119
C -2.988 -4.063 -2.873  -0.015
C -2.988 -2.564 -3.064  -0.520
C -4.305 -2.002 -3.571  0.000
O -2.613 -1.876 -1.871  -0.059
C -1.920 -2.166 -4.214  -0.615
O -1.669 -3.021 -5.038  0.082
O -1.511 -0.965 -4.102  -0.088
H -3.777 -4.351 -2.174  0.094
H -2.028 -4.414 -2.484  0.086
H -3.159 -4.552 -3.827  0.097
H -5.127 -2.347 -2.938  0.096
H -4.482 -2.323 -4.595  0.105
H -4.274 -0.915 -3.530  0.064
H -2.101 -2.461 -1.305  0.098
C 3.932 -3.907 1.598  -0.038
C 2.945 -2.834 2.088  -0.506
C 3.029 -2.765 3.621  -0.039
C 1.527 -3.296 1.729  -0.039
C 3.326 -1.441 1.471  -0.427
O 4.696 -1.158 1.723  -0.006
C 2.430 -0.283 1.978  -0.099
C 2.956 0.524 3.178  -0.137
C 1.886 1.507 3.582  -0.235
C 1.000 1.206 4.611  -0.038
C -0.023 2.077 4.950  -0.104
C -0.165 3.262 4.245  -0.676
Cl -1.438 4.358 4.667  0.667
C 0.698 3.578 3.208  -0.105
C 1.717 2.698 2.884  -0.036
C 3.330 -1.422 -0.081  -0.028
N 2.050 -1.471 -0.757  -0.069
C 1.106 -0.542 -0.881  -0.084
N 0.115 -1.033 -1.603  0.025
C 0.519 -2.283 -1.947  -0.146
N 1.685 -2.580 -1.439  0.135
H 3.857 -4.793 2.228  0.088
H 4.958 -3.543 1.639  0.088
H 3.709 -4.212 0.574  0.082
H 2.831 -3.752 4.037  0.090
H 2.284 -2.081 4.029  0.079
H 4.021 -2.466 3.967  0.089
H 1.307 -4.210 2.284  0.093
H 1.436 -3.530 0.673  0.058
H 0.768 -2.560 1.998  0.081
H 4.838 -1.108 2.673  0.090
H 1.433 -0.656 2.217  0.117
H 2.320 0.448 1.175  0.101
H 3.859 1.058 2.881  0.125
H 3.193 -0.120 4.026  0.102
H 1.108 0.278 5.161  0.112
H -0.708 1.840 5.753  0.104
H 0.572 4.496 2.652  0.110
H 2.386 2.949 2.068  0.125
H 3.910 -2.262 -0.453  0.132
H 3.848 -0.505 -0.361  0.150
H 1.147 0.468 -0.509  0.126
H -0.027 -2.952 -2.591  0.121

Force components x, y, z for each atom (eV/Å):
Rh 0.164 -2.828 1.020
O -0.144 -0.231 -0.248
As 0.362 0.759 0.222
O 0.037 0.226 -0.176
O -1.403 -1.455 -0.627
C 0.204 -0.408 0.124
C 0.164 0.027 0.089
C -0.087 -0.026 0.025
C 0.088 0.042 -0.005
C -0.052 -0.119 0.159
C -0.098 -0.116 -0.040
S -1.082 0.756 0.257
O 1.380 -0.377 -0.133
O 0.203 -0.054 -0.151
O 0.927 -0.610 -0.966
H -0.045 0.076 0.226
H -0.017 0.013 -0.026
H 0.008 0.022 0.029
H -0.020 -0.005 0.010
H -0.061 0.112 -0.085
C -0.246 0.124 0.439
C 0.907 0.068 -2.092
C -0.160 -0.089 0.596
O -0.366 1.201 0.330
C -1.820 -1.853 2.157
O 0.503 0.875 -0.399
O 1.506 2.383 0.149
H 0.027 -0.038 -0.005
H 0.020 -0.031 -0.045
H 0.034 0.024 -0.026
H -0.036 0.044 -0.050
H 0.032 -0.046 -0.008
H -0.058 -0.024 -0.109
H 0.129 0.061 0.054
C -0.047 0.111 0.000
C 0.115 -0.084 -0.020
C -0.017 0.085 -0.142
C 0.057 0.120 0.040
C -0.489 -0.019 -0.066
O 0.093 0.071 -0.083
C 0.312 -0.130 0.100
C -0.254 0.015 -0.158
C 0.076 0.047 0.077
C 0.007 0.028 -0.023
C -0.047 0.013 0.001
C 0.187 -0.144 -0.064
Cl -0.132 0.109 0.028
C -0.039 0.038 0.025
C 0.030 -0.052 0.070
C 0.538 -0.039 0.408
N -0.412 0.024 -0.108
C 0.120 0.144 0.076
N -1.033 1.449 -0.741
C 0.111 -0.023 0.000
N 0.008 -0.176 -0.104
H -0.032 -0.032 -0.024
H 0.024 -0.051 0.012
H 0.030 -0.011 -0.025
H 0.011 -0.015 -0.003
H 0.025 0.003 0.051
H -0.011 0.007 0.073
H -0.017 -0.005 0.009
H -0.037 -0.033 -0.039
H -0.037 -0.033 0.012
H -0.008 0.016 0.015
H -0.037 0.056 -0.060
H -0.078 0.023 0.050
H 0.042 -0.035 0.061
H 0.058 0.020 -0.007
H 0.018 -0.001 0.018
H -0.008 0.023 0.009
H -0.026 0.003 0.009
H -0.002 0.001 -0.014
H -0.051 0.015 -0.097
H -0.080 -0.005 -0.079
H 0.031 -0.049 0.032
H -0.002 0.014 -0.015

***

Calculated energy relative to the best compared isomer or geometry (same formula, charge and spin), 0.291 2.216 eV (same order as the records).
Calculated electronic energy, -87369.62516 -139662.82266 eV (same order as the records).
Calculated max |F|, 0.645 3.376 eV/Å (same order as the records).